No. 1
Molecular formula: H22NO9
Method: DFT, the ωB97M-V functional and the def2-TZVPD basis

Calculated values
orbital gap	10.5034	eV
E_LUMO	-2.96	eV
charge	+1
HOMO	-13.5	eV

Last column: Mulliken charge in e.
Cartesian coordinates (Å):
N  22.543  26.554  38.242  -0.142
H  22.760  26.759  37.268  0.140
H  23.113  26.940  38.962  0.323
H  22.552  25.662  38.274  0.317
H  21.541  26.682  38.309  0.318
O  22.587  26.298  33.919  -0.647
H  23.272  26.824  34.507  0.373
H  22.989  25.415  33.880  0.288
O  22.249  23.256  37.124  -0.626
H  22.726  23.096  36.259  0.321
H  22.957  22.845  37.588  0.294
O  20.889  28.485  36.520  -0.539
H  21.382  28.721  35.824  0.257
H  20.103  28.258  36.180  0.281
O  25.346  25.103  39.312  -0.594
H  25.714  25.326  40.191  0.324
H  25.336  24.215  39.355  0.278
O  19.949  24.829  36.812  -0.570
H  20.009  24.961  35.956  0.265
H  20.425  23.910  36.938  0.327
O  21.605  25.810  41.085  -0.606
H  22.027  25.149  41.565  0.276
H  21.609  26.568  41.612  0.325
O  24.497  27.508  35.433  -0.642
H  24.510  28.383  35.340  0.301
H  25.088  27.269  34.769  0.327
O  19.137  25.706  39.848  -0.612
H  18.914  26.710  39.708  0.313
H  19.685  25.809  40.622  0.314
O  22.964  29.268  39.920  -0.603
H  23.702  29.604  40.314  0.291
H  22.157  29.852  40.266  0.329

Forces on atoms 1 to 3 (eV/Å):
-1.407 5.687 -1.849
0.495 0.765 0.083
0.350 0.907 0.539

=====

No. 2
Molecular formula: C5H9N
Method: DFT, the ωB97M-V functional and the def2-TZVPD basis

Calculated values
orbital gap	9.0323	eV
E_LUMO	1.18	eV
charge	0
HOMO	-7.9	eV

Last column: Mulliken charge in e.
Cartesian coordinates (Å):
C  -0.999  0.300  0.221  -0.533
C  -0.549  1.274  1.009  0.025
N  -1.092  1.671  2.216  -0.435
C  -0.180  -0.179  -1.009  -0.612
C  0.999  -1.032  -0.617  -0.029
C  1.552  -1.804  -1.553  -0.803
H  -1.830  -0.360  0.403  0.268
H  0.261  1.925  0.687  0.289
H  -0.659  2.429  2.685  0.191
H  -1.755  1.084  2.697  0.184
H  0.107  0.752  -1.482  0.240
H  -0.825  -0.698  -1.721  0.375
H  1.337  -1.093  0.404  0.337
H  2.436  -2.407  -1.363  0.252
H  1.197  -1.864  -2.577  0.251

Forces on atoms 1 to 3 (eV/Å):
0.968 -1.013 -1.285
-0.741 0.132 0.086
-0.173 -0.304 -0.430

=====

No. 3
Molecular formula: C16H34NO9S3
Method: DFT, the ωB97M-V functional and the def2-TZVPD basis

Calculated values
orbital gap	10.5561	eV
E_LUMO	-2.45	eV
charge	+1
HOMO	-13.0	eV

Last column: Mulliken charge in e.
Cartesian coordinates (Å):
N  -0.065  2.341  -0.949  -0.107
H  0.717  2.165  -0.451  0.301
H  0.333  2.836  -1.793  0.341
H  -0.830  2.814  -0.677  0.410
H  -0.435  1.480  -1.299  0.070
C  -2.254  0.334  5.556  -1.324
C  -2.760  1.717  5.248  0.397
C  -1.854  2.845  5.651  -0.393
O  -1.418  3.350  4.402  -0.326
C  -1.867  2.704  3.347  0.690
O  -1.564  3.015  2.169  -0.635
O  -2.671  1.729  3.725  -0.307
H  -2.468  0.203  6.699  0.349
H  -1.238  0.201  5.221  0.382
H  -2.814  -0.581  5.198  0.276
H  -3.726  1.857  5.625  0.316
H  -1.126  2.635  6.496  0.298
H  -2.564  3.627  5.979  0.287
C  4.634  -1.146  0.350  -0.949
C  3.284  -1.794  0.479  -0.549
C  2.537  -1.616  -0.979  -0.373
S  3.236  -0.148  -1.708  1.117
O  2.273  0.897  -1.682  -0.579
O  3.887  -0.539  -2.938  -0.692
C  4.477  0.193  -0.462  -0.766
H  5.178  -1.786  -0.228  0.383
H  5.148  -0.971  1.268  0.446
H  2.626  -1.397  1.168  0.241
H  3.235  -2.834  0.811  0.431
H  1.461  -1.381  -1.020  0.129
H  2.994  -2.418  -1.706  0.337
H  4.115  0.827  0.312  0.325
H  5.411  0.601  -0.814  0.475
C  -2.902  -2.461  1.160  -0.924
C  -1.854  -3.590  1.244  -0.962
C  -0.496  -2.858  1.064  -0.739
S  -0.618  -1.204  1.645  1.092
O  -0.028  -0.299  0.640  -0.509
O  -0.102  -1.012  2.940  -0.652
C  -2.411  -1.096  1.795  -0.657
H  -3.829  -2.654  1.698  0.452
H  -3.287  -2.195  0.212  0.369
H  -2.116  -4.467  0.786  0.543
H  -1.828  -3.920  2.198  0.367
H  -0.302  -2.966  0.044  0.338
H  0.195  -3.416  1.634  0.570
H  -2.763  -0.383  1.219  0.661
H  -2.599  -1.137  2.766  0.063
C  0.968  0.710  -5.703  -0.869
C  0.424  2.028  -5.121  -0.402
C  -1.056  1.700  -4.667  -0.595
S  -1.118  0.002  -4.316  1.076
O  -2.132  -0.648  -5.062  -0.713
O  -1.031  -0.146  -2.866  -0.605
C  0.436  -0.485  -4.947  0.276
H  2.021  0.913  -5.766  0.425
H  0.573  0.679  -6.647  0.426
H  0.537  2.875  -5.697  0.483
H  0.844  2.268  -4.126  -0.032
H  -1.694  1.576  -5.528  0.442
H  -1.312  2.512  -3.802  0.223
H  0.596  -1.462  -5.522  0.326
H  1.012  -0.597  -4.294  -0.478

Forces on atoms 1 to 3 (eV/Å):
0.791 -0.203 -6.117
2.806 -0.781 3.348
-0.617 -0.609 0.798

=====

No. 4
Molecular formula: C32H61BGeLaN6Se
Method: DFT, the ωB97M-V functional and the def2-TZVPD basis

Calculated values
orbital gap (alpha / beta)	4.9672 / 4.9605	eV
E_LUMO (alpha / beta)	-2.45 / -2.45	eV
charge	+1
HOMO (alpha / beta)	-7.4 / -7.4	eV

Last column: Mulliken charge in e.
Cartesian coordinates (Å):
La  -0.158  -1.220  -0.943  0.473
C  1.276  -3.743  -1.906  -1.031
C  2.796  -3.586  -1.758  0.532
C  3.360  -4.724  -0.899  -1.333
C  3.156  -2.248  -1.157  -0.422
C  4.422  -1.769  -0.947  -0.723
C  4.251  -0.514  -0.391  0.182
C  5.444  0.355  -0.045  0.373
C  5.539  0.698  1.445  -1.339
C  5.493  1.580  -0.957  -1.263
N  2.909  -0.261  -0.270  1.373
N  2.270  -1.328  -0.747  -0.586
B  2.136  0.987  0.336  1.707
N  1.190  0.529  1.502  0.607
N  0.158  -0.284  1.304  -0.584
C  -0.470  -0.496  2.473  -0.919
C  0.176  0.203  3.463  -0.665
C  1.223  0.849  2.827  0.244
C  2.208  1.752  3.542  1.296
C  1.474  2.932  4.191  -1.490
C  2.989  0.958  4.595  -1.536
C  -1.688  -1.371  2.650  0.541
C  -2.087  -2.050  1.332  -0.414
C  -2.861  -0.545  3.191  -1.386
N  1.300  1.754  -0.756  0.949
N  0.436  1.089  -1.516  -0.417
C  -0.133  1.918  -2.400  -0.735
C  0.367  3.180  -2.201  -0.654
C  1.254  3.077  -1.137  -0.637
C  1.940  4.349  -0.598  0.646
C  0.857  5.384  -0.226  -1.412
C  2.861  4.227  0.617  -1.318
C  -1.152  1.463  -3.419  0.919
C  -1.607  2.597  -4.348  -1.899
C  -2.364  0.855  -2.703  -0.108
H  1.036  -4.720  -2.378  0.519
H  0.869  -2.938  -2.554  0.054
H  0.776  -3.694  -0.914  0.086
H  3.249  -3.645  -2.772  0.370
H  2.928  -4.691  0.125  0.294
H  4.465  -4.643  -0.823  0.373
H  3.118  -5.706  -1.358  0.419
H  5.355  -2.266  -1.180  0.486
H  6.368  -0.226  -0.270  0.432
H  4.721  1.338  1.793  0.071
H  6.487  1.243  1.642  0.473
H  5.545  -0.235  2.048  0.363
H  4.579  2.183  -0.877  0.076
H  5.572  1.251  -2.016  0.355
H  6.380  2.206  -0.722  0.393
H  2.919  1.709  0.759  -1.069
H  -0.082  0.240  4.513  0.607
H  2.944  2.168  2.842  -0.559
H  0.745  2.580  4.952  0.349
H  0.925  3.514  3.420  0.295
H  2.201  3.609  4.687  0.389
H  2.307  0.536  5.364  0.308
H  3.727  1.617  5.101  0.421
H  3.542  0.126  4.109  0.333
H  -1.441  -2.167  3.387  0.562
H  -2.348  -1.293  0.561  -1.152
H  -2.965  -2.712  1.493  0.628
H  -1.249  -2.674  0.954  0.170
H  -3.132  0.263  2.477  0.273
H  -2.597  -0.086  4.167  0.422
H  -3.748  -1.196  3.347  0.371
H  0.102  4.075  -2.747  0.582
H  2.545  4.778  -1.427  0.401
H  0.217  4.999  0.598  0.309
H  0.208  5.631  -1.091  0.363
H  1.322  6.339  0.101  0.413
H  2.297  3.831  1.481  0.105
H  3.251  5.228  0.900  0.530
H  3.756  3.629  0.410  0.080
H  -0.681  0.676  -4.047  -0.008
H  -2.097  3.410  -3.769  0.340
H  -2.329  2.211  -5.098  0.441
H  -0.735  3.016  -4.895  0.437
H  -2.859  1.614  -2.060  0.373
H  -2.049  -0.001  -2.067  -1.197
H  -3.100  0.478  -3.445  0.396
C  -5.403  -4.123  -1.181  -1.058
Ge  -5.926  -2.445  -0.351  0.473
C  -7.857  -2.258  -0.449  -1.149
C  -5.377  -2.449  1.514  -0.762
C  -5.095  -0.948  -1.276  -1.018
Se  -3.151  -1.091  -1.180  0.572
C  -2.993  -1.763  -3.002  -1.067
H  -5.892  -4.964  -0.650  0.410
H  -4.301  -4.239  -1.120  0.279
H  -5.719  -4.122  -2.244  0.323
H  -8.337  -3.106  0.080  0.349
H  -8.174  -2.257  -1.512  0.346
H  -8.160  -1.304  0.029  0.359
H  -5.863  -3.297  2.039  0.405
H  -5.681  -1.494  1.990  0.355
H  -4.275  -2.559  1.575  -0.115
H  -5.407  0.010  -0.811  0.530
H  -5.438  -0.924  -2.331  0.470
H  -3.612  -2.674  -3.133  0.333
H  -1.935  -2.046  -3.180  0.420
H  -3.273  -0.973  -3.728  0.368
H  -0.148  0.827  0.055  0.533

Forces on atoms 1 to 3 (eV/Å):
-0.779 2.003 1.267
0.012 -0.205 -0.308
-0.341 0.167 0.003

=====

Sequential relative energy (zero: lowest compared OMol25 entry of this formula, charge and spin) output: 4.676 1.531 0.000 0.000 eV
Sequential F_max output: 8.62 2.18 13.70 5.74 eV/A